1.
C4H2F2 | ωB97M-V/def2-TZVPD

Last column: Mulliken charge in e.
CARTESIAN COORDINATES (ANGSTROEM)
C (1.647, -0.066, -0.024)  -0.73
C (0.499, -0.395, 0.425)  0.39
C (-0.697, -0.157, 0.844)  -0.47
C (-1.555, 0.173, -0.092)  0.68
F (-2.135, -0.801, -0.758)  -0.17
F (-2.278, 1.250, -0.115)  -0.17
H (2.183, 0.839, 0.178)  0.26
H (2.336, -0.842, -0.457)  0.20

The net charge is 0. As for the highest occupied orbital energy: -9.223 eV. As for the SMILES: C=C=C=C(F)F. The calculation puts the orbital gap at 9.06 eV.

***

2.
C4H2F2 | ωB97M-V/def2-TZVPD

Last column: Mulliken charge in e.
CARTESIAN COORDINATES (ANGSTROEM)
C (0.310, -0.195, 2.545)  -0.27
C (-0.330, -0.298, 1.473)  0.12
C (-1.276, -0.711, 0.385)  -0.39
C (-0.091, -0.465, -0.022)  0.35
F (1.003, 1.736, -1.713)  -0.41
F (0.974, -0.530, -0.771)  -0.19
H (-2.263, -1.035, 0.502)  0.39
H (1.673, 1.497, -2.399)  0.40

The net charge is 0. As for the highest occupied orbital energy: -9.016 eV. The calculation puts the orbital gap at 8.92 eV.

***

Computed relative energies in units of eV: 1 0.000; 2 3.083

***

1.
C5H9ClN2 | ωB97M-V/def2-TZVPD

Last column: Mulliken charge in e.
CARTESIAN COORDINATES (ANGSTROEM)
C (0.124, 1.927, 1.260)  -0.59
C (-0.518, 1.714, 0.112)  -0.24
C (-0.477, 0.164, -0.429)  -0.02
Cl (-2.140, -0.471, -0.541)  -0.20
C (0.602, -0.816, 0.156)  0.46
C (0.367, -1.522, 1.479)  -0.99
N (1.865, -0.727, -0.258)  -0.37
N (2.385, 0.137, -1.215)  -0.54
H (0.588, 2.941, 1.467)  0.23
H (0.747, 1.236, 1.784)  0.23
H (-1.245, 2.384, -0.398)  0.36
H (-0.264, 0.421, -1.585)  0.32
H (1.249, -2.033, 1.714)  0.40
H (0.288, -0.694, 2.380)  0.16
H (-0.498, -2.249, 1.455)  0.31
H (3.464, 0.295, -1.200)  0.25
H (1.701, 1.033, -1.595)  0.23

The net charge is 0. As for the highest occupied orbital energy: -8.667 eV. As for the SMILES: C=C[C@H](Cl)/C(C)=N\N. The calculation puts the orbital gap at 9.39 eV.

***

2.
C5H9ClN2 | ωB97M-V/def2-TZVPD

Last column: Mulliken charge in e.
CARTESIAN COORDINATES (ANGSTROEM)
C (-1.492, 0.406, -0.504)  -0.90
C (-0.376, 0.494, 0.489)  0.10
C (0.935, 1.206, 0.267)  -0.78
C (0.362, -0.813, 0.666)  -0.55
C (3.581, 0.010, -0.336)  -0.28
H (-1.475, 1.499, -0.642)  0.36
H (-1.252, 0.138, -1.529)  0.41
H (-0.777, 1.071, 1.296)  0.39
H (1.360, 1.556, 1.220)  0.44
H (1.125, 2.055, -0.526)  0.28
H (0.566, -1.065, 1.827)  0.22
H (0.220, -1.945, 0.339)  0.25
H (4.696, -0.603, -0.565)  0.25
H (3.361, 1.176, -0.163)  0.21
N (1.397, -0.178, -0.052)  0.52
N (2.577, -0.823, -0.331)  -0.73
Cl (-3.159, -0.276, -0.121)  -0.19

The net charge is 0. As for the highest occupied orbital energy: -8.348 eV. The calculation puts the orbital gap at 9.13 eV.

***

Computed relative energies in units of eV: 1 0.000; 2 0.917

***

1.
C6H8N2O | ωB97M-V/def2-TZVPD

Last column: Mulliken charge in e.
CARTESIAN COORDINATES (ANGSTROEM)
C (0.448, -2.734, -1.355)  -0.31
N (0.951, -2.123, -0.394)  -0.39
C (0.123, -0.541, -0.130)  -0.17
O (-0.770, -0.019, -1.033)  -0.36
C (-0.972, 1.229, -0.556)  0.25
N (-1.732, 1.998, -1.394)  -0.59
C (-0.375, 1.386, 0.647)  -0.84
C (0.388, 0.274, 0.863)  1.02
C (1.391, 0.205, 1.941)  -1.32
H (0.887, -3.702, -1.477)  0.27
H (-0.296, -2.564, -1.983)  0.31
H (-2.570, 2.411, -0.961)  0.26
H (-1.961, 1.310, -2.133)  0.31
H (-0.406, 2.249, 1.214)  0.53
H (2.327, 0.379, 1.526)  0.27
H (1.235, 0.927, 2.739)  0.37
H (1.332, -0.684, 2.484)  0.39

The net charge is 0. As for the highest occupied orbital energy: -7.655 eV. As for the SMILES: C=Nc1oc(N)cc1C. The calculation puts the orbital gap at 8.51 eV.

***

2.
C6H8N2O | ωB97M-V/def2-TZVPD

Last column: Mulliken charge in e.
CARTESIAN COORDINATES (ANGSTROEM)
C (-0.049, -2.178, 1.048)  -1.27
C (-0.966, -1.087, 0.645)  0.52
O (-2.083, -1.195, 0.401)  -0.43
C (-0.330, 0.270, 0.300)  0.31
N (-0.570, 1.511, 0.689)  -0.64
C (0.300, 2.305, 0.129)  -0.27
C (1.109, 1.658, -0.743)  -0.25
N (0.750, 0.379, -0.709)  0.14
C (1.340, -0.780, -1.502)  -1.00
H (0.495, -2.775, 0.345)  0.31
H (-0.661, -2.953, 1.518)  0.33
H (0.742, -1.814, 1.677)  0.43
H (0.419, 3.451, 0.348)  0.28
H (1.757, 2.011, -1.379)  0.50
H (1.755, -0.167, -2.309)  0.32
H (1.915, -1.265, -0.746)  0.29
H (0.555, -1.283, -1.784)  0.43

The net charge is 0. As for the highest occupied orbital energy: -8.464 eV. As for the SMILES: CC(=O)c1nccn1C. The calculation puts the orbital gap at 9.11 eV.

***

3.
C6H8N2O | ωB97M-V/def2-TZVPD

Last column: Mulliken charge in e.
CARTESIAN COORDINATES (ANGSTROEM)
C (0.443, 0.500, -2.630)  -0.35
C (-0.199, 0.790, -1.500)  -0.45
C (0.636, -1.281, -1.503)  -0.07
C (-1.588, -0.467, 1.621)  -0.55
C (-0.291, -0.229, 1.254)  1.09
C (0.767, 0.699, 1.627)  -1.06
N (0.921, -0.780, -2.681)  -0.63
N (-0.102, -0.403, -0.780)  -0.10
O (-0.514, -1.458, 1.784)  -0.42
H (0.585, 1.144, -3.504)  0.38
H (-0.465, 1.731, -1.106)  0.40
H (0.942, -2.345, -1.217)  0.31
H (-1.985, -0.014, 2.582)  0.25
H (-2.349, -0.648, 0.774)  0.27
H (0.806, 0.759, 2.750)  0.38
H (0.630, 1.720, 1.298)  0.30
H (1.763, 0.282, 1.232)  0.25

The net charge is 0. As for the highest occupied orbital energy: -8.417 eV. The calculation puts the orbital gap at 8.80 eV.

***

4.
C6H8N2O | ωB97M-V/def2-TZVPD

Last column: Mulliken charge in e.
CARTESIAN COORDINATES (ANGSTROEM)
C (2.594, 0.581, 0.155)  -0.25
C (0.873, -2.292, -0.348)  0.02
C (1.593, -0.417, 0.515)  0.49
C (0.178, -0.217, -0.092)  1.56
C (-0.787, 0.389, 0.946)  -1.88
C (0.053, 0.395, -1.480)  -1.59
N (3.314, 1.472, 0.034)  -0.46
N (1.898, -1.721, 0.152)  -0.61
O (-0.215, -1.584, -0.379)  -0.39
H (0.856, -3.350, -0.672)  0.38
H (1.796, -0.203, 2.018)  0.29
H (-1.788, -0.007, 0.758)  0.40
H (-1.029, 1.420, 0.821)  0.39
H (-0.615, 0.243, 1.921)  0.52
H (-0.968, 0.404, -1.823)  0.38
H (0.636, -0.171, -2.169)  0.42
H (0.386, 1.469, -1.651)  0.34

The net charge is 0. As for the highest occupied orbital energy: -9.865 eV. The calculation puts the orbital gap at 10.19 eV.

***

Computed relative energies in units of eV: 1 1.219; 2 0.000; 3 1.559; 4 0.567

***

1.
C3H4S2 | ωB97M-V/def2-TZVPD

Last column: Mulliken charge in e.
CARTESIAN COORDINATES (ANGSTROEM)
C (-1.217, -0.021, -0.183)  -0.34
C (1.625, -0.484, -0.251)  -0.63
C (-0.320, 0.633, 0.753)  -0.18
S (-2.818, -0.320, 0.145)  -0.24
S (1.248, 1.012, 0.442)  0.05
H (-0.844, -0.416, -1.156)  0.36
H (0.831, -1.205, -0.107)  0.43
H (2.493, -0.470, -1.023)  0.24
H (-0.998, 1.271, 1.381)  0.31

The net charge is 0. As for the highest occupied orbital energy (alpha / beta): -8.216 / -8.287 eV. The calculation puts the orbital gap (alpha / beta) at 6.64 / 7.42 eV.

***

2.
C3H4S2 | ωB97M-V/def2-TZVPD

Last column: Mulliken charge in e.
CARTESIAN COORDINATES (ANGSTROEM)
C (-1.864, -0.496, 0.203)  -0.24
C (0.486, -0.468, -0.053)  0.23
C (1.249, 0.737, -0.171)  -0.70
S (-3.305, 0.402, 0.244)  -0.15
S (0.867, -2.005, 0.172)  -0.22
H (-1.765, -1.545, 0.347)  0.27
H (2.362, 0.526, -0.088)  0.31
H (0.916, 1.621, 0.552)  0.25
H (1.053, 1.228, -1.207)  0.25

The net charge is 0. As for the highest occupied orbital energy (alpha / beta): -7.849 / -7.847 eV. The calculation puts the orbital gap (alpha / beta) at 7.10 / 7.10 eV.

***

Computed relative energies in units of eV: 1 0.000; 2 1.284

***

1.
C3H4S2 | ωB97M-V/def2-TZVPD

Last column: Mulliken charge in e.
CARTESIAN COORDINATES (ANGSTROEM)
C (1.658, 2.398, -1.169)  -0.53
C (1.166, 1.236, -0.512)  -0.09
C (-0.028, -0.865, 0.409)  -0.19
H (2.812, 2.388, -1.071)  0.22
H (1.000, 3.591, -1.536)  0.22
H (1.890, 0.626, -0.183)  0.23
H (0.920, -1.199, 0.708)  0.32
S (-0.374, 0.391, -0.664)  0.02
S (-1.088, -1.767, 1.271)  -0.21

The net charge is 0. As for the highest occupied orbital energy: -8.721 eV. The calculation puts the orbital gap at 8.25 eV.

***

2.
C3H4S2 | ωB97M-V/def2-TZVPD

Last column: Mulliken charge in e.
CARTESIAN COORDINATES (ANGSTROEM)
C (0.039, 0.238, -1.269)  -0.79
C (-0.602, 0.248, 0.045)  -0.13
C (-0.220, -0.550, 1.223)  0.32
S (-1.256, -0.561, 2.566)  -0.21
S (1.529, -0.855, 0.980)  -0.22
H (-0.223, 0.887, -2.109)  0.26
H (0.973, -0.400, -1.676)  0.26
H (-1.574, 0.769, 0.166)  0.30
H (1.334, 0.223, 0.074)  0.20

The net charge is 0. As for the highest occupied orbital energy: -8.958 eV. As for the SMILES: C=CC(=S)S. The calculation puts the orbital gap at 7.49 eV.

***

Computed relative energies in units of eV: 1 0.558; 2 0.000

***

1.
C5H28N2O8 | ωB97M-V/def2-TZVPD

Last column: Mulliken charge in e.
CARTESIAN COORDINATES (ANGSTROEM)
C (-1.308, -1.670, 0.178)  -0.80
N (-0.661, -0.394, 0.433)  0.09
C (0.442, 0.095, -0.456)  2.31
C (-0.217, 0.007, -1.881)  -1.15
N (0.825, -0.018, -3.092)  -0.65
C (1.718, -0.733, -0.299)  0.93
C (3.129, -0.283, -0.590)  -1.68
O (1.494, -1.985, -1.029)  -0.60
H (-2.343, -1.420, -0.281)  0.04
H (-0.840, -2.458, -0.555)  0.20
H (-1.364, -2.461, 0.969)  0.38
H (-0.437, -0.322, 1.361)  0.18
H (0.647, 1.200, -0.158)  -1.16
H (-0.830, 0.900, -1.895)  -0.09
H (-0.689, -0.907, -2.145)  0.61
H (1.209, 0.932, -3.061)  0.27
H (0.310, -0.094, -3.970)  0.27
H (1.682, -1.081, 0.720)  -0.34
H (3.323, 0.628, 0.003)  0.35
H (3.261, -0.224, -1.686)  0.40
H (3.864, -1.024, -0.324)  0.39
H (1.429, -1.865, -1.886)  0.30
O (-3.638, 0.515, -2.047)  -0.67
H (-2.764, -0.047, -2.052)  0.35
H (-3.948, 0.126, -1.192)  0.34
O (1.928, -3.192, 1.327)  -0.64
H (1.122, -3.458, 0.779)  0.32
H (2.721, -3.072, 0.806)  0.36
O (0.089, 0.455, 3.442)  -0.64
H (0.690, 1.110, 3.690)  0.30
H (0.462, -0.301, 3.978)  0.31
O (-1.943, 2.903, -1.042)  -0.69
H (-1.922, 2.817, -1.999)  0.30
H (-2.636, 2.159, -0.913)  0.39
O (2.863, -0.782, 3.207)  -0.67
H (3.110, -1.444, 2.459)  0.43
H (2.061, -0.582, 2.690)  0.36
O (0.072, 3.563, 0.604)  -0.73
H (0.430, 2.679, 0.434)  0.09
H (-0.837, 3.373, 0.337)  0.34
O (-3.942, 1.104, 0.454)  -0.72
H (-3.042, 0.650, 0.518)  0.35
H (-3.792, 1.930, 0.950)  0.29

The net charge is 0. As for the highest occupied orbital energy: -9.493 eV. As for the SMILES: CN[C@H](CN)[C@H](C)O.O.O.O.O.O.O.O. The calculation puts the orbital gap at 9.71 eV.

***

2.
C5H28N2O8 | ωB97M-V/def2-TZVPD

Last column: Mulliken charge in e.
CARTESIAN COORDINATES (ANGSTROEM)
C (0.525, 3.039, 0.547)  -1.38
C (-0.745, 2.174, 0.763)  0.07
C (-1.498, 2.690, -0.462)  -0.76
O (-2.258, 1.834, -1.181)  -0.66
N (-0.448, 0.779, 0.515)  0.96
C (0.020, -0.003, 1.694)  -0.19
C (-0.786, -1.219, 2.043)  -0.66
N (-1.097, -2.059, 0.785)  -0.44
H (1.355, 2.795, 1.095)  0.37
H (0.636, 4.086, 0.735)  0.37
H (0.807, 2.855, -0.633)  0.18
H (-1.228, 2.460, 1.741)  0.44
H (-2.125, 3.646, -0.198)  0.33
H (-0.982, 3.165, -1.261)  0.39
H (-2.038, 0.810, -0.827)  0.31
H (0.115, 0.533, -0.337)  0.19
H (0.349, 0.376, 2.706)  0.31
H (1.050, -0.421, 1.429)  -0.49
H (-0.140, -1.849, 2.714)  0.34
H (-1.686, -0.961, 2.441)  0.41
H (-2.183, -2.029, 0.750)  0.38
H (-0.944, -1.507, -0.097)  -0.35
O (1.826, -1.031, -3.735)  -0.61
H (1.790, -0.131, -3.587)  0.27
H (1.894, -0.873, -4.663)  0.26
O (0.386, -0.824, -1.601)  -0.74
H (0.703, -1.045, -2.420)  0.39
H (0.477, -1.616, -0.886)  0.36
O (-3.978, 0.602, 2.977)  -0.63
H (-3.349, 0.579, 2.142)  0.22
H (-4.612, -0.057, 2.514)  0.37
O (4.086, -1.550, -1.597)  -0.61
H (4.108, -0.671, -1.208)  0.33
H (3.590, -1.679, -2.350)  0.30
O (3.229, 0.302, 0.658)  -0.67
H (2.826, -0.595, 0.369)  0.33
H (4.099, 0.258, 0.841)  0.29
O (-3.745, -1.222, -1.513)  -0.66
H (-2.835, -1.621, -1.695)  0.32
H (-3.263, -0.356, -1.273)  0.34
O (2.080, -2.869, 0.902)  -0.63
H (2.697, -3.316, 0.195)  0.32
H (1.289, -3.477, 0.967)  0.32

The net charge is 0. As for the highest occupied orbital energy: -8.973 eV. As for the SMILES: C[C@@H](CO)NCCN.O.O.O.O.O.O.O. The calculation puts the orbital gap at 8.87 eV.

***

3.
C5H28N2O8 | ωB97M-V/def2-TZVPD

Last column: Mulliken charge in e.
CARTESIAN COORDINATES (ANGSTROEM)
N (2.013, 2.224, 0.821)  -0.52
C (1.637, 0.895, 1.376)  -0.80
C (0.133, 0.612, 1.323)  -0.55
C (-0.465, 0.647, -0.088)  0.68
C (-1.934, 0.202, -0.139)  -1.37
N (-2.165, -1.243, -0.284)  -0.22
C (-2.099, -2.047, 0.922)  -0.62
O (-0.813, -2.619, 1.147)  -0.58
H (1.379, 2.953, 1.147)  0.18
H (2.941, 2.443, 1.149)  0.23
H (2.184, 0.175, 0.768)  0.35
H (1.967, 0.794, 2.416)  0.35
H (-0.035, -0.365, 1.785)  0.30
H (-0.379, 1.300, 2.013)  0.35
H (0.128, -0.003, -0.726)  -0.30
H (-0.375, 1.664, -0.477)  0.41
H (-2.427, 0.628, -1.021)  0.24
H (-2.468, 0.544, 0.756)  0.63
H (-1.581, -1.628, -1.010)  0.31
H (-2.839, -2.852, 0.840)  0.37
H (-2.273, -1.441, 1.811)  0.31
H (-0.650, -3.358, 0.531)  0.42
O (0.324, 4.447, 2.118)  -0.70
H (-0.594, 4.252, 1.816)  0.39
H (0.237, 4.665, 3.064)  0.31
O (1.826, -2.393, -0.041)  -0.85
H (1.975, -1.803, -0.827)  0.47
H (1.085, -2.007, 0.466)  0.38
O (-0.612, -2.638, -3.031)  -0.70
H (-1.487, -2.857, -3.367)  0.29
H (-0.358, -3.307, -2.361)  0.46
O (2.087, 1.788, -1.983)  -0.74
H (2.152, 1.974, -1.016)  0.44
H (1.532, 2.458, -2.401)  0.29
O (2.025, -0.948, -2.287)  -0.74
H (2.086, 0.036, -2.297)  0.37
H (1.260, -1.189, -2.823)  0.29
O (0.099, -4.191, -0.957)  -0.79
H (0.890, -3.588, -0.702)  0.48
H (0.471, -5.079, -1.090)  0.28
O (-2.199, 3.670, 1.259)  -0.72
H (-2.049, 2.880, 0.742)  0.34
H (-2.629, 4.305, 0.658)  0.31

The net charge is 0. As for the highest occupied orbital energy: -8.770 eV. As for the SMILES: NCCCCNCO.O.O.O.O.O.O.O. The calculation puts the orbital gap at 9.10 eV.

***

Computed relative energies in units of eV: 1 4.389; 2 6.493; 3 0.000

***

1.
C3H3BrO | ωB97M-V/def2-TZVPD

Last column: Mulliken charge in e.
CARTESIAN COORDINATES (ANGSTROEM)
C (-0.475, -1.155, -0.154)  -0.53
C (0.014, -0.187, 0.645)  -0.21
C (0.170, 1.011, -0.171)  0.50
O (-0.643, 1.659, -1.027)  -0.52
Br (1.862, 1.888, 0.097)  -0.14
H (-0.569, -2.263, 0.168)  0.23
H (-0.822, -0.744, -1.128)  0.24
H (0.462, -0.209, 1.570)  0.44

The net charge is 0. As for the highest occupied orbital energy: -10.290 eV. As for the SMILES: C=CC(=O)Br. The calculation puts the orbital gap at 9.83 eV.

***

2.
C3H3BrO | ωB97M-V/def2-TZVPD

Last column: Mulliken charge in e.
CARTESIAN COORDINATES (ANGSTROEM)
C (1.157, 0.684, -0.277)  -0.52
C (1.291, -0.609, -0.102)  -0.24
C (0.887, -1.819, -0.058)  0.75
O (0.681, -2.960, 0.150)  -0.42
H (1.943, 1.355, -0.267)  0.26
H (0.223, 0.992, -0.499)  0.16
Br (-2.449, 0.945, 0.501)  -0.21
H (-3.732, 1.413, 0.552)  0.22

The net charge is 0. As for the highest occupied orbital energy: -9.017 eV. As for the SMILES: C=C=C=O.Br. The calculation puts the orbital gap at 8.34 eV.

***

Computed relative energies in units of eV: 1 0.000; 2 0.841